181
Properties=species:S:1:pos:R:3:forces:R:3 method="wB97M-V/def2-TZVPD" charge=-1 molar_mass_da=1079.20 e_lumo_ev=2.066 total_energy_ha=-3749.27561
B -0.54469 -1.16262 0.48090 -0.7 -0.3 0.5
F -0.29607 -1.27355 1.88040 -0.1 -0.1 0.0
F -1.51118 -0.21914 0.19231 -0.7 1.0 0.2
F 0.62871 -0.78330 -0.11773 1.5 0.1 -0.7
F -1.02820 -2.37144 -0.02368 0.3 -0.8 0.0
C 4.01796 -3.54361 2.24970 3.1 -1.4 0.3
O 5.07885 -3.91694 2.76410 0.3 0.0 -0.9
N 2.95145 -3.46070 2.94276 -4.4 0.4 3.8
N 3.78205 -3.29879 0.97643 1.1 0.5 -3.0
H 2.14913 -2.92722 2.63981 -0.1 -0.3 0.2
H 2.99218 -3.86795 3.86611 -0.2 0.6 -0.1
H 4.49494 -3.64153 0.34841 -0.4 0.4 -0.2
H 2.84280 -3.09734 0.66446 0.3 -0.2 -0.2
C -5.28599 3.02328 3.67118 -0.6 0.9 0.2
O -6.69155 3.26192 3.47092 0.3 -0.7 0.7
C -6.99312 4.62769 3.36839 -1.1 0.4 -1.8
C -8.54125 4.89407 3.23460 1.9 -0.5 1.0
N -9.17581 4.75045 4.51011 -1.1 1.7 0.6
C -10.64618 5.03634 4.44635 1.3 -1.6 0.5
C -11.33516 3.74249 4.26468 -1.7 -1.3 0.1
O -11.47534 3.08694 5.55037 -0.4 0.5 -1.1
C -11.63717 1.68279 5.50310 1.4 0.0 1.0
H -5.03324 1.97447 3.51549 -0.2 0.2 -0.3
H -4.98728 3.30759 4.68016 -0.2 -0.1 0.4
H -4.72652 3.71893 3.04575 0.2 -0.4 -0.5
H -6.64777 4.94984 2.38602 0.6 0.3 -0.3
H -6.48596 5.25849 4.09846 -0.3 -0.1 0.5
H -8.94271 4.20056 2.49569 0.0 -0.1 -0.5
H -8.65535 5.92139 2.88869 0.0 0.0 -0.1
H -9.00853 3.82885 4.88796 -0.2 -0.1 0.1
H -10.96760 5.66900 3.61898 0.6 0.4 0.1
H -11.08171 5.35101 5.39471 0.5 0.8 0.1
H -10.86532 3.05751 3.55888 0.3 0.0 -0.1
H -12.31906 3.98008 3.86020 -0.5 -0.4 0.0
H -11.74297 1.39836 6.55000 -0.5 -0.1 0.0
H -10.66761 1.25693 5.24482 0.1 -0.3 -0.5
H -12.40590 1.21172 4.89053 -0.3 0.6 -0.2
C -2.49832 1.00126 11.09048 -0.2 -0.2 -0.2
O -1.87298 0.39511 9.97054 -0.6 -0.4 1.2
C -0.55972 0.78922 9.69187 0.1 0.4 -0.3
C -0.18457 0.04472 8.44612 -0.4 -0.3 -0.9
N -0.28299 -1.41446 8.58657 1.0 0.4 -0.8
C -0.63965 -2.06549 7.29622 0.9 -0.6 0.4
C -0.42667 -3.59413 7.28116 -0.9 0.1 1.4
O 0.90156 -4.03548 7.21020 0.9 0.7 -0.7
C 1.15282 -5.34221 7.66367 -1.1 0.1 0.7
H -3.44320 0.46492 11.17784 -0.2 0.5 0.0
H -2.61838 2.07847 10.97511 -0.3 0.1 -0.5
H -2.02186 0.92653 12.06798 0.7 -0.6 -0.1
H 0.12798 0.61623 10.51967 0.0 -0.1 0.3
H -0.60756 1.84982 9.44501 0.5 0.3 0.1
H 0.75024 0.38626 8.00163 0.4 -0.2 0.4
H -0.92505 0.40168 7.73032 -0.4 0.0 -0.4
H -0.95228 -1.56098 9.32865 -0.4 -0.5 -0.4
H -0.02518 -1.74292 6.45570 0.3 0.8 0.3
H -1.66326 -1.81350 7.01904 -0.3 -0.3 -0.1
H -1.04299 -4.02624 6.49280 0.0 -0.1 -0.2
H -0.80286 -3.93473 8.24582 -0.5 -0.4 0.2
H 0.80798 -5.46032 8.69092 0.3 0.4 0.7
H 2.21757 -5.56972 7.61222 -0.2 0.1 -0.3
H 0.50148 -6.08990 7.21111 0.3 -0.2 -1.0
C 1.09573 -12.41653 -6.10380 0.1 -0.7 0.5
O 0.57880 -11.48907 -6.98889 -0.3 1.8 -0.6
C 1.52330 -11.07004 -7.95694 0.6 0.0 -1.1
C 1.05987 -9.90434 -8.81661 -1.3 0.1 1.2
N 0.58628 -8.82013 -7.97886 0.3 1.0 -0.2
C 1.66560 -7.86792 -7.59602 -1.0 -1.1 1.0
C 1.12998 -6.96951 -6.48586 0.1 0.2 1.7
O 1.17586 -7.54975 -5.14295 0.9 -0.9 0.1
C 0.96312 -6.67151 -3.99089 -0.5 0.1 -2.4
H 0.98282 -13.40004 -6.55995 0.4 -0.4 0.2
H 0.54253 -12.42164 -5.16464 -0.3 0.2 -0.1
H 2.12717 -12.19183 -5.83223 0.2 -0.2 -0.2
H 1.64661 -11.87211 -8.68465 0.7 -0.5 0.2
H 2.46478 -10.72608 -7.52869 0.2 -0.6 0.5
H 0.20953 -10.30577 -9.36786 0.1 0.4 -0.7
H 1.84221 -9.45498 -9.42825 0.1 -0.8 -0.4
H 0.19182 -9.25971 -7.15954 -0.1 0.3 0.4
H 1.98427 -7.27529 -8.45354 -0.3 0.1 -0.1
H 2.54316 -8.41824 -7.25670 0.4 0.1 0.3
H 0.07030 -6.81415 -6.68844 0.0 0.6 -0.3
H 1.71673 -6.05416 -6.40872 -0.2 0.3 -0.4
H -0.03581 -6.27425 -4.17097 -0.2 0.2 0.7
H 1.64656 -5.82264 -4.01202 0.3 0.0 0.0
H 1.04542 -7.20017 -3.04124 0.0 -0.3 -0.4
C 6.17197 0.92952 -2.00564 -0.1 2.1 -0.7
O 7.02252 0.81097 -3.15578 -1.1 0.7 0.9
C 7.73929 -0.36233 -3.04194 0.2 -1.4 -1.2
C 8.23486 -0.70165 -4.50268 0.5 1.5 2.6
N 8.90488 -1.96197 -4.68179 0.0 1.1 -1.1
C 8.96585 -2.07861 -6.19102 -0.7 -1.8 1.9
C 9.72531 -0.99297 -6.90827 1.0 0.8 -0.6
O 8.91652 0.06992 -7.38305 -2.1 -1.0 -0.3
C 9.44908 1.11164 -8.16570 1.2 -0.7 1.1
H 5.14843 0.61776 -2.21368 0.2 -1.0 0.2
H 6.01409 1.99818 -1.86027 0.2 0.3 0.0
H 6.63116 0.59509 -1.07536 -0.1 -0.6 -0.2
H 7.07456 -1.16347 -2.71877 -0.3 -0.5 -0.1
H 8.40623 -0.25933 -2.18599 1.0 -0.1 -0.4
H 8.97828 0.04829 -4.77287 -0.4 0.4 -0.1
H 7.34480 -0.56240 -5.11628 -0.1 0.0 -0.2
H 8.32253 -2.65688 -4.23674 0.0 -0.6 -0.5
H 7.94727 -2.20537 -6.55778 -0.2 0.6 -0.4
H 9.37935 -3.07933 -6.31623 0.6 0.2 -0.6
H 10.26466 -1.46887 -7.72725 -0.1 0.0 -0.5
H 10.51203 -0.54991 -6.29764 0.2 -0.2 0.5
H 8.69892 1.67233 -8.72335 -0.3 -0.3 0.4
H 10.18890 0.73429 -8.87167 0.1 -0.1 -0.2
H 9.95847 1.72549 -7.42286 0.3 0.8 -0.5
C -6.69061 -3.04502 -6.12508 1.1 1.8 0.6
O -6.30414 -1.91135 -5.29757 0.4 -1.2 0.2
C -4.90658 -1.94235 -4.89961 -0.7 0.1 -0.8
C -4.64790 -0.96129 -3.74473 -0.4 0.1 -0.7
N -5.73286 0.05581 -3.63930 1.5 -0.6 0.5
C -5.53537 0.87515 -2.42322 0.1 0.3 -1.0
C -6.66130 1.91695 -2.39066 1.3 -0.7 0.2
O -6.53025 2.69382 -3.56513 -1.2 1.3 0.2
C -7.33937 3.89550 -3.48079 0.3 -1.0 0.1
H -7.70861 -2.83186 -6.45117 0.0 -0.4 0.3
H -6.53037 -3.96642 -5.56521 -0.4 -0.2 -0.1
H -6.04166 -3.01260 -7.00025 0.0 -0.4 -0.3
H -4.29189 -1.73746 -5.77612 -0.1 0.8 -0.3
H -4.51884 -2.93572 -4.67386 -0.6 -0.5 0.6
H -3.68313 -0.51559 -3.98695 -0.1 0.4 0.3
H -4.50921 -1.52365 -2.82136 -0.1 0.0 0.3
H -6.56505 -0.50180 -3.51026 -0.4 0.1 -0.1
H -4.58601 1.40716 -2.48478 0.1 0.0 -0.3
H -5.42422 0.24670 -1.53959 -0.5 0.1 0.5
H -6.57429 2.57152 -1.52343 0.0 0.0 0.3
H -7.56917 1.32093 -2.29784 -0.7 0.4 -0.4
H -7.05850 4.53554 -2.64439 0.4 0.0 0.1
H -8.38320 3.64471 -3.29200 -0.2 -0.2 -0.2
H -7.25665 4.46310 -4.40766 0.1 -0.3 0.0
C -2.29435 5.71838 -2.33902 0.7 -0.8 0.7
O -1.35115 5.03691 -3.18224 0.1 0.1 0.4
C -0.22625 4.47870 -2.39802 -1.1 0.6 -1.9
C 0.76099 3.73511 -3.31183 -0.2 -1.0 0.7
N 0.39722 2.29783 -3.53060 0.4 0.6 -0.8
C 1.42058 1.57186 -4.30605 -0.4 -0.8 -0.4
C 1.12829 0.03255 -4.60542 -2.0 1.1 0.2
O -0.07919 -0.25836 -5.37759 1.4 -1.5 0.5
C -0.03193 0.15938 -6.72437 0.2 1.7 0.9
H -3.02838 6.36750 -2.81645 0.5 -0.2 -0.8
H -1.76377 6.31051 -1.59338 0.2 0.4 0.0
H -2.86726 5.00267 -1.74939 -0.1 -0.3 0.0
H -0.66014 3.82437 -1.64191 0.3 0.0 0.3
H 0.29595 5.34839 -1.99921 0.0 -0.1 0.5
H 1.72316 3.78387 -2.80198 0.4 0.0 0.4
H 0.96716 4.29761 -4.22243 -0.6 -0.2 -0.3
H 0.33096 1.86087 -2.62244 -0.2 -0.1 0.2
H 2.39440 1.58157 -3.81648 0.4 -0.1 0.3
H 1.59885 2.11716 -5.23286 -0.2 0.0 -0.2
H 0.85461 -0.46423 -3.67461 0.5 0.1 0.2
H 1.99127 -0.44861 -5.06571 0.2 0.1 -0.1
H -0.30048 1.18836 -6.48522 -0.3 0.6 -1.9
H -0.69102 -0.35763 -7.42181 -0.5 -0.1 0.7
H 0.94520 0.13559 -7.20681 0.5 -0.1 0.3
C 4.64533 9.71561 7.62816 0.0 -0.9 0.1
O 5.11812 8.38736 7.38227 -1.4 0.4 1.0
C 6.35615 8.11890 6.80127 -0.1 0.4 -0.6
C 6.51773 6.62785 6.77076 -0.9 -0.5 -0.4
N 5.48800 6.04839 5.88833 0.6 0.0 -0.3
C 5.61445 4.59959 5.83077 0.3 0.2 -0.4
C 4.80477 3.85128 4.75793 0.5 -0.5 1.0
O 3.45178 3.76197 5.15971 0.4 0.9 -0.9
C 2.66031 2.89996 4.36039 -0.4 0.8 0.1
H 5.31361 10.28937 8.27027 0.3 0.1 -0.1
H 3.71417 9.58542 8.17963 0.1 -0.1 0.1
H 4.36165 10.28095 6.74046 0.4 -0.1 -0.4
H 7.17376 8.61949 7.31993 0.2 0.1 0.1
H 6.29397 8.43160 5.75893 0.5 0.3 -0.3
H 6.45418 6.19329 7.76837 0.0 0.1 0.5
H 7.50549 6.35625 6.39838 0.1 0.1 -0.3
H 4.56241 6.40831 6.07226 0.0 -0.2 0.3
H 5.49786 4.11860 6.80193 -0.5 -0.2 0.3
H 6.67992 4.47950 5.63462 0.1 -0.5 -0.4
H 5.16186 2.82252 4.71100 0.5 -0.3 0.2
H 5.01469 4.22392 3.75535 -0.6 0.6 -0.1
H 2.53568 3.10572 3.29726 0.9 0.6 -0.4
H 1.66235 3.17385 4.70267 -0.2 -1.3 0.4
H 3.05868 1.88692 4.41634 -0.6 -0.3 0.4